{
  "formula": "C40H46As2N6O4PtS",
  "method": "ωB97M-V/def2-TZVPD",
  "species": ["Pt", "C", "C", "C", "C", "C", "N", "C", "C", "C", "C", "C", "C", "C", "N", "C", "C", "C", "N", "C", "C", "N", "C", "C", "C", "N", "H", "H", "H", "H", "H", "H", "H", "H", "H", "H", "H", "H", "H", "H", "H", "H", "H", "H", "C", "As", "C", "C", "C", "C", "C", "C", "C", "As", "C", "C", "H", "H", "H", "H", "H", "H", "H", "H", "H", "H", "H", "H", "H", "H", "H", "H", "C", "C", "C", "C", "C", "C", "C", "S", "O", "O", "N", "C", "C", "C", "O", "O", "H", "H", "H", "H", "H", "H", "H", "H", "H", "H", "H", "H"],
  "positions_angstrom": [[-0.77223, -0.24057, 0.03655], [-2.69057, 3.06525, 6.09911], [-2.70846, 2.35687, 4.78556], [-3.65431, 1.37081, 4.49072], [-3.62221, 0.70520, 3.29426], [-2.65524, 0.98286, 2.28826], [-2.66762, 0.28091, 1.12909], [-3.85627, -0.26487, 0.67468], [-5.02660, 0.51933, 0.67014], [-6.24872, 0.00611, 0.30075], [-6.37881, -1.33050, -0.07932], [-7.70946, -1.90782, -0.44533], [-5.22215, -2.10383, -0.11935], [-3.98005, -1.59684, 0.22995], [-2.88273, -2.49560, 0.20856], [-2.88272, -3.76966, 0.65924], [-1.68760, -4.34056, 0.28948], [-1.01012, -3.33471, -0.40285], [-1.74249, -2.22326, -0.45261], [-1.69371, 1.98959, 2.59926], [-1.73877, 2.63399, 3.81856], [-0.71692, 2.44128, 1.67616], [-0.31411, 3.72928, 1.53696], [0.73107, 3.74555, 0.64658], [0.91623, 2.40564, 0.28705], [0.03964, 1.63187, 0.91590], [-3.56473, 2.82087, 6.69698], [-2.64903, 4.14536, 5.95338], [-1.79852, 2.78384, 6.66305], [-4.40292, 1.11141, 5.22749], [-4.32057, -0.09895, 3.11238], [-4.94454, 1.55509, 0.97557], [-7.12395, 0.64246, 0.32961], [-8.51318, -1.39560, 0.07991], [-7.75790, -2.97206, -0.22199], [-7.88872, -1.79222, -1.51681], [-5.28990, -3.14219, -0.41939], [-3.71077, -4.17462, 1.21491], [-1.35421, -5.34612, 0.47461], [-0.04010, -3.37223, -0.87158], [-0.98449, 3.37653, 4.04593], [-0.80901, 4.54163, 2.03978], [1.28494, 4.60325, 0.30915], [1.65699, 1.97071, -0.36285], [-3.11575, 1.24743, -3.35231], [-1.85631, 1.53039, -1.87661], [-2.48359, 3.27978, -1.25695], [-0.25106, 1.98205, -2.89128], [-0.15426, 3.20871, -3.53877], [1.01262, 3.56183, -4.20108], [2.08962, 2.68852, -4.21584], [1.98542, 1.44501, -3.60960], [0.80997, 1.08080, -2.96114], [0.60091, -0.66661, -2.13133], [-0.53422, -1.55633, -3.45099], [2.29615, -1.58097, -2.41002], [-3.05434, 2.09655, -4.03185], [-4.12861, 1.17510, -2.95754], [-2.87432, 0.33590, -3.89373], [-3.04226, 3.77613, -2.04875], [-1.63986, 3.89972, -0.96001], [-3.14468, 3.14558, -0.40084], [-0.99330, 3.89447, -3.52657], [1.08698, 4.52036, -4.69615], [3.01289, 2.97706, -4.69932], [2.82055, 0.75722, -3.64811], [-0.34025, -1.14959, -4.44206], [-1.58078, -1.41034, -3.19090], [-0.32101, -2.62438, -3.45157], [2.55450, -1.55603, -3.46811], [2.19745, -2.61856, -2.09336], [3.07749, -1.10746, -1.81743], [8.02924, 1.52041, -0.53422], [7.34791, 0.20124, -0.31089], [7.29707, -0.36918, 0.95932], [6.62754, -1.56335, 1.17884], [6.02533, -2.19671, 0.10610], [6.07713, -1.66580, -1.17341], [6.75035, -0.47357, -1.37688], [5.05825, -3.66379, 0.37753], [4.94796, -4.39002, -0.84535], [5.44316, -4.29027, 1.59959], [3.54346, -3.01349, 0.66125], [3.17885, -2.57185, 1.99537], [1.67868, -2.74830, 2.22310], [0.83910, -1.72797, 1.49024], [1.22064, -1.26876, 0.36902], [-0.26654, -1.37977, 1.96078], [8.09354, 2.09384, 0.38853], [7.50350, 2.11185, -1.28298], [9.04530, 1.35924, -0.90060], [7.78175, 0.13258, 1.78711], [6.58801, -2.01695, 2.16036], [5.61721, -2.20922, -1.98885], [6.81643, -0.05386, -2.37324], [3.11411, -2.50009, -0.09287], [3.45652, -1.52356, 2.17045], [3.73167, -3.20617, 2.68542], [1.43148, -2.70541, 3.28288], [1.37791, -3.72687, 1.83814]],
  "forces_ev_per_a": [[-0.5, 0.2, 0.1], [0.1, 0.0, 0.0], [-0.1, -0.1, -0.1], [0.0, 0.0, 0.1], [0.0, -0.1, -0.1], [-0.3, 0.0, 0.1], [0.6, 0.2, -0.2], [-0.7, -0.2, 0.0], [0.3, 0.0, 0.0], [-0.1, -0.1, 0.0], [0.1, 0.1, 0.1], [0.0, 0.0, -0.1], [0.0, 0.0, 0.0], [-0.1, 0.3, 0.0], [0.0, -0.3, 0.3], [0.2, 0.0, 0.0], [0.0, 0.0, -0.1], [-0.3, -0.2, 0.0], [0.2, 0.2, -0.1], [0.0, -0.2, 0.2], [0.1, 0.0, -0.1], [-0.2, 0.4, 0.0], [0.1, 0.0, -0.2], [0.0, 0.0, 0.1], [0.0, 0.2, 0.3], [0.2, -0.3, -0.3], [0.0, 0.0, 0.0], [0.0, 0.0, 0.0], [0.0, 0.0, 0.0], [0.0, 0.0, 0.0], [0.0, 0.0, 0.0], [0.0, 0.0, 0.0], [0.0, 0.0, 0.0], [0.0, 0.0, 0.0], [0.0, 0.0, 0.0], [0.0, 0.0, 0.0], [0.0, 0.0, -0.1], [-0.1, 0.0, 0.0], [0.0, 0.0, 0.0], [0.1, 0.0, 0.1], [0.0, 0.0, 0.0], [0.0, -0.1, 0.1], [0.0, 0.0, 0.0], [-0.1, 0.0, -0.1], [-0.1, -0.2, 0.2], [0.1, 0.0, -0.4], [0.1, -0.1, 0.2], [-0.1, 0.0, 0.1], [-0.1, 0.0, 0.0], [0.0, 0.0, 0.0], [0.0, 0.0, 0.0], [0.0, -0.2, 0.0], [0.1, 0.0, 0.2], [-0.3, 0.3, -1.4], [0.0, -0.1, 0.1], [0.0, 0.1, 0.4], [0.1, 0.0, 0.0], [0.0, 0.0, 0.0], [0.0, 0.0, 0.0], [0.0, -0.1, -0.1], [0.0, -0.1, 0.0], [0.0, 0.0, 0.0], [0.0, 0.1, 0.0], [0.0, 0.0, 0.0], [0.0, 0.0, 0.0], [0.0, 0.1, 0.0], [0.1, 0.0, 0.0], [0.0, 0.0, 0.0], [0.0, 0.0, 0.0], [-0.1, 0.0, 0.0], [-0.1, 0.0, 0.0], [0.0, 0.1, 0.0], [0.2, -0.1, -0.1], [-0.1, 0.0, 0.0], [-0.1, 0.1, -0.1], [0.1, -0.1, 0.0], [-0.1, -0.5, 0.0], [0.1, 0.0, -0.1], [-0.1, 0.1, 0.1], [-0.8, 0.9, 0.0], [0.0, 0.1, -0.3], [0.1, 0.0, 0.1], [0.1, -0.6, 0.2], [0.0, 0.1, -0.1], [0.1, 0.3, -0.2], [0.2, -0.8, 1.1], [0.6, 0.0, 0.0], [-0.4, 0.3, -0.2], [0.0, 0.0, 0.0], [0.0, 0.0, 0.0], [0.0, 0.1, 0.0], [0.0, 0.0, 0.0], [0.0, 0.0, 0.0], [0.1, 0.0, -0.1], [0.0, 0.0, 0.0], [0.3, 0.0, -0.1], [0.1, -0.1, 0.1], [-0.1, 0.1, 0.1], [-0.1, 0.0, 0.0], [0.0, 0.0, 0.1]],
  "lowdin_charge": [1.040, -0.018, -0.220, 0.005, 0.028, -0.202, 0.017, -0.252, -0.014, -0.007, -0.236, -0.024, 0.046, -0.112, -0.076, -0.009, -0.001, -0.136, -0.047, -0.092, 0.045, -0.069, -0.038, -0.016, -0.119, -0.045, 0.089, 0.098, 0.104, 0.131, 0.130, 0.125, 0.130, 0.091, 0.090, 0.100, 0.134, 0.144, 0.119, 0.109, 0.135, 0.142, 0.117, 0.116, -0.246, 1.158, -0.251, -0.429, -0.091, -0.045, -0.046, -0.086, -0.422, 1.160, -0.245, -0.232, 0.043, 0.034, 0.019, 0.043, 0.021, 0.020, 0.106, 0.120, 0.120, 0.098, 0.051, 0.004, 0.040, 0.057, 0.043, 0.033, -0.043, -0.262, -0.021, -0.046, -0.286, -0.070, -0.033, 0.642, -0.276, -0.267, -0.128, -0.214, -0.058, -0.638, -0.190, -0.033, 0.080, 0.079, 0.094, 0.120, 0.119, 0.109, 0.117, 0.053, 0.130, 0.119, 0.135, 0.138],
  "gap_ev": [8.130, 5.166],
  "e_above_lowest_kj_mol": 0.0,
  "e_tot_ev": -195100.15701,
  "multiplicity": 5,
  "e_homo_ev": [-12.771, -12.772],
  "max_force_ev_per_a": 1.5,
  "charge": 2,
  "s2": 6.054
}